Model A:
Here is a cluster of 2 separate species, C5H11NO3 in total from the Open Molecules 2025 dataset. Energies are from ωB97M-V/def2-TZVPD.

## Properties
Kohn-Sham gap = 7.908 eV
E_LUMO = 0.58 eV

```
! wB97M-V def2-TZVPD RIJCOSX def2/J DEFGRID3
* xyz 0 1
C 2.0065 -1.6315 1.0849
C -1.3846 1.3858 -0.1589
C 0.5905 0.2546 -1.1761
C -1.1597 -1.0660 -0.5995
C 0.3040 0.0930 1.1866
N -0.4541 0.0861 -0.1716
O 2.5410 -1.6798 2.1291
O 1.8472 -2.0138 -0.0371
O 0.7387 1.4166 1.3713
H -2.4146 1.1147 0.3176
H -0.8176 2.1523 0.3612
H -1.5434 1.5758 -1.2099
H 1.3432 -0.5788 -1.1860
H 0.0424 0.3700 -2.1343
H 1.2307 1.1934 -0.9383
H -0.5358 -1.8536 -0.4570
H -2.0700 -1.2798 0.0532
H -1.5103 -0.9587 -1.6565
H -0.4708 -0.1662 2.0475
H 1.7166 1.5860 1.1740
*
```


Model B:
Here is the molecule C5H11NO3 from the Open Molecules 2025 dataset. Energies are from ωB97M-V/def2-TZVPD.

## Properties
Kohn-Sham gap = 10.496 eV
E_LUMO = 0.46 eV
SMILES = NCCCOCC(=O)O

```
! wB97M-V def2-TZVPD RIJCOSX def2/J DEFGRID3
* xyz 0 1
N 0.9543 -1.4579 -2.1676
C 2.1518 -1.6723 -1.1937
C 2.2879 -0.7757 -0.0696
C 1.0357 -0.8343 1.1016
O -0.2734 -0.5313 0.7246
C -0.2484 0.9240 0.5892
C -1.7573 1.4778 0.4765
O -2.0609 2.7144 0.5817
O -2.7815 0.4889 0.1219
H 1.3473 -0.5165 -2.3840
H 0.2383 -1.2968 -1.5434
H 3.2005 -1.0707 -1.7328
H 2.5482 -2.9169 -0.9157
H 2.0524 0.2544 -0.4232
H 3.2085 -0.8269 0.6006
H 1.2899 -0.1329 2.0181
H 1.1544 -1.8235 1.5924
H 0.0936 1.4922 -0.2877
H 0.5512 1.3630 1.3352
H -2.2559 -0.4137 0.0645
*
```


Most stable to least stable, the ends of the list are model A and model B.


Model A:
Here is the molecule C4H9N3S from the Open Molecules 2025 dataset. Energies are from ωB97M-V/def2-TZVPD.

## Properties
Kohn-Sham gap = 7.691 eV
E_LUMO = -0.30 eV
SMILES = CN(C)/N=C\NC=S

```
! wB97M-V def2-TZVPD RIJCOSX def2/J DEFGRID3
* xyz 0 1
C 1.8778 -0.1133 1.2912
N 1.0307 0.1102 0.1167
C 1.3118 1.1814 -0.8603
N 0.6072 -0.9277 -0.5428
C -0.6397 -1.1339 -0.5392
N -1.6857 -0.2393 -0.0916
C -3.1147 -0.6308 -0.0017
S -4.3551 0.4815 0.2300
H 1.4117 -0.9590 1.8895
H 1.7214 0.8260 2.1896
H 3.0007 -0.3192 1.0488
H 2.2908 0.9977 -1.3393
H 1.5473 2.2409 -0.5750
H 0.4268 1.5356 -1.4096
H -1.1082 -1.8888 -1.4116
H -1.3089 0.6706 0.0957
H -3.0140 -1.8319 -0.0904
*
```


Model B:
Here is a structure of composition C4H9N3S from the Open Molecules 2025 dataset. Energies are from ωB97M-V/def2-TZVPD.

## Properties
Kohn-Sham gap = 8.483 eV
E_LUMO = 0.63 eV

```
! wB97M-V def2-TZVPD RIJCOSX def2/J DEFGRID3
* xyz 0 1
C 0.3712 1.2455 0.4293
C 0.4443 -1.5989 -0.6986
C -1.6817 1.1750 -0.7769
C -0.6433 -0.8407 0.0725
N 2.4574 0.5407 1.6502
N 1.4851 -0.0847 1.3715
N -0.6578 0.5576 -0.0379
S 1.0581 2.6927 0.4429
H 1.4026 -1.2390 -0.3389
H 0.3690 -2.6697 -0.7118
H 0.4316 -1.2874 -1.7557
H -1.5033 1.2857 -1.9203
H -2.6506 0.5453 -0.6630
H -1.9252 2.2400 -0.3605
H -1.6313 -1.3828 -0.1880
H -0.3903 -1.3074 1.1255
H 3.0643 0.1281 2.3597
*
```


Most stable to least stable, the ends of the list are model B and model A.


Model A:
Here is the molecule C4H9N3S from the Open Molecules 2025 dataset. Energies are from ωB97M-V/def2-TZVPD.

## Properties
Kohn-Sham gap = 8.908 eV
E_LUMO = 0.83 eV
SMILES = C=CN/C(CN)=N/S

```
! wB97M-V def2-TZVPD RIJCOSX def2/J DEFGRID3
* xyz 0 1
C -1.6017 1.5860 -0.9808
C -0.4336 1.3453 -1.5616
N 0.6343 0.4989 -1.2146
C 0.7926 -0.3154 -0.1303
C 0.1756 0.1325 1.2139
N -0.9986 -0.6985 1.6358
N 1.5339 -1.3340 -0.2770
S 1.8910 -2.3082 1.0907
H -1.9468 1.0573 -0.0456
H -2.2762 2.3233 -1.4163
H -0.1478 1.8594 -2.5187
H 1.2733 0.2144 -2.0089
H -0.1610 1.1660 1.1667
H 0.9428 0.0558 2.0020
H -1.6363 -0.8721 0.8145
H -0.7011 -1.6341 1.8901
H 2.6598 -3.0767 0.3402
*
```


Model B:
Here is the molecule C4H9N3S from the Open Molecules 2025 dataset. Energies are from ωB97M-V/def2-TZVPD.

## Properties
Kohn-Sham gap (alpha / beta) = 8.337 / 8.337 eV
E_LUMO (alpha / beta) = 0.05 / 0.05 eV
SMILES = [H]/N=N/C(=S)N(C)CC

```
! wB97M-V def2-TZVPD RIJCOSX def2/J DEFGRID3
* xyz 0 1
H -1.9099 2.8757 -0.5359
N -1.7186 1.9569 -0.1356
N -1.3719 1.1197 -1.0674
C -1.1613 -0.3316 -0.6288
S -2.5150 -1.2021 -1.1914
N -0.1790 -0.6774 0.0843
C -0.0555 -2.0551 0.5380
C 0.7116 0.2862 0.6651
C 1.5674 0.9155 -0.4016
H 0.4956 -2.0708 1.4646
H -1.1358 -2.3236 0.6534
H 0.4898 -2.8035 -0.1051
H 1.2727 -0.0421 1.5150
H 0.0554 1.1073 1.1974
H 2.3964 1.5668 -0.1625
H 2.1304 0.0986 -0.9029
H 0.9276 1.5797 -0.9868
*
```


Most stable to least stable, the ends of the list are model A and model B.


Model A:
Here is a cluster of 2 separate species, C4H12 in total from the Open Molecules 2025 dataset. Energies are from ωB97M-V/def2-TZVPD.

## Properties
Kohn-Sham gap = 12.878 eV
E_LUMO = 1.12 eV
SMILES = CC.CC

```
! wB97M-V def2-TZVPD RIJCOSX def2/J DEFGRID3
* xyz 0 1
C -0.3102 -2.1157 0.6828
C 1.1022 -2.3010 1.1963
H -0.9470 -1.6226 1.4187
H -0.3941 -1.4863 -0.2149
H -0.7857 -3.0535 0.4159
H 1.6950 -1.3936 1.1304
H 1.0642 -2.6156 2.2393
H 1.5937 -3.0941 0.6235
C -0.1858 2.6227 -0.3234
C -0.5793 1.7882 -1.5519
H -0.0514 3.6789 -0.5373
H -0.8956 2.4827 0.4896
H 0.7862 2.3240 0.0703
H -1.4463 1.1524 -1.3592
H 0.2560 1.2011 -1.9116
H -0.9019 2.4322 -2.3686
*
```


Model B:
Here is a cluster of 2 separate species, C4H12 in total from the Open Molecules 2025 dataset. Energies are from ωB97M-V/def2-TZVPD.

## Properties
Kohn-Sham gap = 12.357 eV
E_LUMO = 1.15 eV
SMILES = CC.CC

```
! wB97M-V def2-TZVPD RIJCOSX def2/J DEFGRID3
* xyz 0 1
C -0.2810 1.2012 1.5883
C -0.3945 0.7068 3.0549
H -0.2679 2.2314 1.5679
H 0.7565 0.9141 1.3480
H -0.9937 0.6819 0.9528
H 0.2596 -0.2036 3.3787
H -1.4590 0.4950 3.3785
H -0.1670 1.5418 3.6150
C 0.7088 -1.1800 -1.7209
C -0.0650 -0.6627 -2.9364
H 1.5428 -0.5061 -1.6933
H 0.1541 -1.4130 -0.7135
H 1.2239 -2.0849 -1.9689
H -0.8681 0.0655 -2.7796
H 0.6036 -0.3336 -3.7737
H -0.7531 -1.4538 -3.2979
*
```


Most stable to least stable, the ends of the list are model A and model B.